# C3H5N3OS

One molecule with the formula C3H5N3OS (wB97M-V/def2-TZVPD, the Open Molecules 2025 dataset).

XYZ file:
```
13
Properties=species:S:1:pos:R:3:forces:R:3:lowdin_charge:R:1
C 0.0512 0.8975 -0.0901 1.851 -1.679 0.413 -0.419
N 1.3630 0.2990 -0.0692 -3.842 2.884 -0.840 0.029
N -0.2876 2.1116 -0.1603 -1.540 -2.266 0.144 0.160
C 1.1642 -1.9799 -0.1204 -1.731 -5.556 1.158 -0.093
H -2.0507 1.4728 0.5975 -0.821 -3.093 -0.462 0.131
H 1.8563 -2.9179 0.3425 -2.247 2.150 -1.939 0.124
C -2.1032 0.2907 0.3045 -1.951 0.875 -0.791 -0.645
H 0.0038 -2.1855 -0.4084 3.003 0.678 0.708 0.121
H 1.9779 1.0526 -0.1317 2.055 0.434 0.076 0.115
H 0.4260 2.7523 -0.2480 1.982 1.590 -0.254 0.037
S -3.3633 -0.7285 -0.1401 1.938 1.906 1.178 0.636
N 1.7978 -0.9379 0.0357 1.924 1.316 0.640 -0.075
O -0.8354 -0.1268 0.0880 -0.620 0.760 -0.032 -0.122
```
Forces are in eV/Å.

The energy above the lowest of the compared OMol25 structures with the same formula, charge and spin is 437.08 kJ/mol. The molecular weight is 131.16 g/mol. The SMILES is [H]/N=C(\NN=C)OC=S. The orbital gap comes out at 8.66 eV. As for the spin multiplicity: 1. Its HOMO energy is -9.012 eV.